Formula: C7H36O12
Source: the Open Molecules 2025 dataset
Level of theory: wB97M-V/def2-TZVPD

Values from the calculation:
SMILES ... C=C(C)CCCCO.O.O.O.O.O.O.O.O.O.O.O
Frontier orbital gap ... 0.3446 Ha
E_LUMO ... -0.031 eV

Last column: Löwdin charge in e.
CARTESIAN COORDINATES (ANGSTROEM)
O -2.011 -2.927 2.875  -0.036
O -0.724 1.944 1.977  -0.040
O -3.895 -0.008 -1.928  -0.057
O 1.716 0.009 3.495  -0.077
O -2.097 -0.180 0.644  -0.056
O 1.409 -3.084 -0.886  -0.090
O -0.100 -1.188 2.028  -0.087
O 3.452 1.979 2.839  -0.074
O -2.654 -0.262 3.758  -0.040
O -1.810 -1.202 -3.471  -0.057
O -2.008 3.340 -0.574  -0.050
O -1.422 -2.831 -0.088  -0.048
C 2.559 0.461 -0.853  -0.145
C 1.046 1.798 -2.377  -0.380
C 1.232 2.999 -2.922  0.037
C 0.321 0.692 -3.067  -0.065
C 2.162 -0.872 -0.105  -0.156
C 2.513 -2.166 -0.841  -0.228
C 1.430 1.535 -0.924  -0.157
H -0.687 -1.915 2.334  0.027
H 0.583 -2.642 -1.102  0.044
H -1.731 -1.922 -0.243  0.011
H -3.876 0.912 -1.645  0.040
H 0.774 3.298 -3.855  0.061
H 2.878 2.233 2.117  0.005
H -2.837 -2.430 2.916  0.053
H 2.835 -0.829 0.753  0.109
H 0.531 1.207 -0.406  0.088
H -1.834 -0.888 -4.375  0.050
H -0.352 0.218 -2.353  0.059
H 1.227 -0.697 3.018  0.013
H -2.633 -1.620 -3.216  0.029
H -1.536 2.976 0.177  -0.012
H 2.376 -0.374 4.080  0.058
H -1.377 3.774 -1.151  0.027
H -2.959 0.213 0.834  0.081
H -1.466 0.535 0.808  0.005
H -0.820 0.999 2.198  0.003
H 2.912 0.220 -1.853  0.102
H 0.196 1.958 2.280  0.058
H 1.813 2.503 -0.603  0.101
H -2.145 -3.604 2.203  0.058
H -2.089 -3.306 -0.603  0.065
H -2.177 0.442 4.209  0.052
H 1.100 -0.807 0.065  0.073
H 1.051 -0.031 -3.439  0.091
H 3.032 1.208 3.268  -0.012
H 1.828 3.729 -2.385  0.058
H -0.356 0.965 -3.876  0.079
H 3.327 0.913 -0.227  0.097
H -3.075 -0.370 -1.582  -0.012
H 0.358 -1.721 1.359  0.042
H 3.362 -2.733 -0.478  0.117
H -2.032 -0.566 3.086  -0.020
H 2.678 -1.886 -1.893  0.105

***

Formula: C2H8N4
Source: the Open Molecules 2025 dataset
Level of theory: wB97M-V/def2-TZVPD

Values from the calculation:
SMILES ... C/N=N/N(C)N
Frontier orbital gap ... 0.3627 Ha
E_LUMO ... 1.164 eV

Last column: Löwdin charge in e.
CARTESIAN COORDINATES (ANGSTROEM)
N 0.986 0.049 0.134  -0.291
N -1.174 -0.189 0.082  -0.135
N -0.229 0.602 -0.075  0.008
N 2.011 1.037 -0.051  0.030
C -2.514 0.285 0.035  -0.174
C 1.392 -1.341 0.079  -0.036
H 2.049 1.784 0.651  0.077
H 2.043 -1.616 -0.688  0.060
H -2.577 1.304 0.570  0.078
H 0.355 -1.740 -0.061  0.083
H -2.849 0.448 -1.129  0.109
H 2.003 1.368 -1.017  0.073
H -3.276 -0.466 0.490  0.082
H 1.780 -1.525 0.980  0.035

***

Formula: C3H5O2P
Source: the Open Molecules 2025 dataset
Level of theory: wB97M-V/def2-TZVPD

Values from the calculation:
SMILES ... C/C=C/OP=O
Frontier orbital gap ... 0.3478 Ha
E_LUMO ... -0.119 eV

Last column: Löwdin charge in e.
CARTESIAN COORDINATES (ANGSTROEM)
P -2.880 0.261 -0.125  0.856
O -2.355 -0.997 -0.600  -0.440
O -1.715 0.773 0.929  -0.390
C 0.387 0.585 -0.002  -0.158
C -0.470 0.138 0.855  -0.274
C 1.633 -0.280 -0.410  -0.078
H 0.269 1.549 -0.629  0.141
H 1.441 -1.318 -0.169  0.062
H -0.349 -0.712 1.546  0.136
H 1.586 -0.115 -1.540  0.096
H 2.453 0.116 0.146  0.051

***

Formula: C4H16Si3
Source: the Open Molecules 2025 dataset
Level of theory: wB97M-V/def2-TZVPD

Values from the calculation:
Frontier orbital gap (spin up / spin down) ... 0.2389 / 0.2642 Ha
E_LUMO (spin up / spin down) ... -0.766 / -0.293 eV

Last column: Löwdin charge in e.
CARTESIAN COORDINATES (ANGSTROEM)
Si 2.541 0.202 -0.595  0.336
Si 1.255 2.044 -0.150  0.511
Si -2.556 0.372 -0.631  0.656
C -2.592 -1.432 -0.044  -0.296
C 1.518 -1.361 -0.215  -0.290
C -3.423 1.510 0.616  -0.302
C 4.106 0.103 0.499  -0.278
H 4.813 0.892 0.253  0.012
H 4.625 -0.846 0.393  0.018
H -3.124 0.508 -1.978  -0.093
H -3.318 2.553 0.335  0.005
H 0.967 -1.252 0.714  0.010
H 2.150 -2.241 -0.119  0.019
H -2.298 -2.107 -0.842  0.008
H 1.407 3.239 -0.990  -0.180
H -3.009 1.394 1.613  0.014
H -1.918 -1.598 0.792  0.007
H 3.003 0.111 -1.995  -0.048
H -3.593 -1.719 0.280  0.018
H 1.280 2.556 1.230  -0.167
H 3.844 0.214 1.545  0.016
H 0.791 -1.556 -0.998  0.007
H -4.488 1.288 0.672  0.016